Computed, not measured: a 2-piece molecular cluster, C5H3NO overall, with the ωB97M-V functional and the def2-TZVPD basis.

Values from the calculation:
HOMO (eV): -10.11
Largest force on an atom (eV Å⁻¹): 1.13
Energy above the lowest of the compared OMol25 structures with the same formula, charge and spin (kcal per mole): 125.8
Orbital gap (eV): 8.233

Each atom is followed by the atoms it is bonded to, with distances in Å.
Positions of all 10 atoms, in Å:
1 N -0.5137 1.4121 2.6249  C2 1.167
2 C -0.6593 0.9405 1.5678  N1 1.167, C3 1.383
3 C -0.7922 0.5037 0.2621  C2 1.383, C4 1.341
4 C -1.2758 -0.5717 -0.3758  C3 1.341, O5 1.200, H8 1.179
5 O -1.1574 -1.4374 -1.1980  C4 1.200
6 C 1.5606 -0.5113 -1.2153  C7 1.207, H9 1.069
7 C 1.7496 0.2079 -0.2641  C6 1.207, H10 1.069
8 H -2.3028 -0.2291 0.0915  C4 1.179
9 H 1.3710 -1.1439 -2.0562  C6 1.069
10 H 2.0201 0.8292 0.5632  C7 1.069

What are the Mulliken partial charges on each atom? They are as follows, in elementary charge units:
1 N -0.35
2 C 0.39
3 C -0.49
4 C 0.64
5 O -0.48
6 C -0.39
7 C -0.37
8 H 0.21
9 H 0.39
10 H 0.44